A structure of composition C27H39BN6PtS3 at a distorted geometry. Source: OMol25; level of theory: ωB97M-V/def2-TZVPD.

```
! RIJCOSX wB97M-V def2-TZVPD def2/J DEFGRID3
* xyz 4 1
Pt -0.30649 -2.91061 2.95237
C 4.19621 -0.58181 3.73297
C 3.04081 -0.07761 2.96567
C 2.93181 1.23849 2.57177
C 1.76301 1.67209 1.90987
N 0.84071 0.80349 1.56337
N 0.91811 -0.47151 1.87797
B -0.19199 -1.48371 1.42887
N 0.24221 -2.27631 0.12467
N 0.72021 -1.52571 -0.85293
C 1.13751 -2.04141 -1.98643
C 1.13751 -3.44221 -2.17363
C 0.68041 -4.26841 -1.17393
C 0.75391 -5.73901 -1.27593
C 0.15631 -3.63371 -0.00013
S -0.60929 -4.62991 1.16257
C 1.62331 -1.15851 -3.10843
C 0.71991 -1.36211 -4.32433
C 1.58061 0.32049 -2.67733
C 3.08281 -1.47321 -3.45713
N -1.60309 -0.81811 1.24547
N -1.75609 0.07769 0.29437
C -2.92129 0.62339 0.01907
C -4.07649 0.21639 0.72577
C -3.96019 -0.71051 1.73917
C -5.11979 -1.23271 2.48807
C -2.65139 -1.20581 2.02107
S -2.47809 -2.28461 3.35127
C -3.01099 1.66109 -1.08283
C -4.41119 2.24039 -1.27553
C -2.10169 2.83889 -0.69773
C -2.56919 0.99619 -2.39083
C 1.95481 -0.94111 2.63217
S 1.96421 -2.55021 3.24027
C 1.56301 3.13599 1.57437
C 2.60111 4.06649 2.20457
C 1.69281 3.27069 0.04477
C 0.18551 3.55879 2.09377
H 4.88561 0.22159 3.97887
H 4.73841 -1.33621 3.15887
H 3.88661 -1.06351 4.66247
H 3.72391 1.94169 2.78887
H 1.51271 -3.86391 -3.09473
H 1.15751 -6.05081 -2.23783
H -0.22469 -6.20541 -1.14733
H 1.39471 -6.14411 -0.48983
H -0.32519 -1.17631 -4.08483
H 0.78871 -2.36871 -4.73823
H 1.02451 -0.68721 -5.12213
H 0.55881 0.57479 -2.40543
H 1.89781 0.95649 -3.49863
H 2.23661 0.48209 -1.82773
H 3.18651 -2.47301 -3.88043
H 3.73241 -1.37841 -2.59073
H 3.44811 -0.79201 -4.22513
H -5.04099 0.62059 0.46287
H -6.03799 -0.71561 2.22407
H -4.98049 -1.15631 3.56947
H -5.24929 -2.29401 2.26377
H -4.75879 2.73779 -0.37243
H -5.11039 1.47609 -1.61253
H -4.41899 3.00029 -2.05903
H -2.46859 3.34069 0.19327
H -2.08189 3.56789 -1.50153
H -1.09089 2.48009 -0.51463
H -3.24879 0.19629 -2.67663
H -1.57159 0.57589 -2.27333
H -2.56499 1.72389 -3.19753
H 3.59651 3.89839 1.79687
H 2.59111 3.98009 3.29097
H 2.37291 5.11179 1.98687
H 2.69901 3.02969 -0.29203
H 1.48801 4.29659 -0.25013
H 0.99151 2.59939 -0.44703
H 0.15471 3.56449 3.18257
H -0.57369 2.86249 1.74097
H -0.03899 4.56449 1.75217
*
```

Computed properties:
HOMO-LUMO gap (spin up / spin down) = 3.669 / 3.648 eV
E_HOMO (spin up / spin down) = -20.919 / -20.911 eV

A structure of composition C27H39MnN2O5 at a distorted geometry. Source: OMol25; level of theory: ωB97M-V/def2-TZVPD.

```
! RIJCOSX wB97M-V def2-TZVPD def2/J DEFGRID3
* xyz -1 6
O -6.40882 2.61929 -1.57341
C -7.42916 1.78553 -2.18930
C -8.35864 2.93411 -2.54992
H -7.83809 1.08778 -1.44959
H -7.03482 1.25074 -3.06108
C -7.26880 3.76840 -1.83110
H -9.33517 2.90373 -2.05595
H -8.42248 3.16139 -3.61795
C -7.82062 4.42359 -0.58194
H -8.31516 3.68899 0.06629
H -8.59433 5.14249 -0.89306
H -7.03731 4.97706 -0.04402
C -6.61516 4.78964 -2.73446
H -6.22563 4.30888 -3.64071
H -5.81450 5.32123 -2.19888
H -7.38677 5.51470 -3.03483
Mn 0.70336 0.07654 0.28380
C 1.98306 0.05993 -1.43848
C 1.42376 -1.26131 -1.40018
C 0.00189 -1.16807 -1.39272
H 2.00520 -2.18388 -1.50851
C -0.34922 0.23530 -1.48555
C 0.89939 0.98345 -1.58721
H 1.01820 2.04203 -1.82765
H 3.04559 0.30923 -1.44829
H -0.71154 -2.00133 -1.38337
H -1.36258 0.62604 -1.58187
C 1.41388 1.01912 2.15201
C 1.31138 1.94120 1.06582
C -0.06726 1.96632 0.64813
H 2.11259 2.57739 0.69155
C -0.80382 1.01257 1.44258
C 0.11692 0.44821 2.38109
H -0.15069 -0.20056 3.20913
H 2.30990 0.86785 2.75548
H -0.49052 2.66533 -0.06512
H -1.88194 0.85438 1.42042
O -4.25481 0.70400 0.10445
C -3.84715 1.60187 -0.94524
C -4.12910 0.93333 -2.30736
H -2.77165 1.82323 -0.82750
H -4.38198 2.55792 -0.83654
C -4.97181 -0.31018 -1.95094
H -3.17357 0.57496 -2.71192
H -4.60329 1.59521 -3.02736
C -4.49458 -0.59252 -0.52061
H -4.82349 -1.12953 -2.67014
H -6.05053 -0.07880 -1.90844
H -3.54500 -1.16876 -0.59531
H -5.20293 -1.17590 0.09891
C -0.30544 -4.52534 4.02076
C 0.81221 -4.83356 3.04988
C 1.75047 -3.63808 2.72532
C 2.46232 -3.07526 3.99905
C 1.69087 -2.08783 4.84637
C 2.82168 -4.11284 1.72422
O 3.00396 -5.25998 1.36085
N 3.59880 -3.04175 1.27865
C 3.12131 -1.73658 1.13877
O 3.85857 -0.80273 0.83737
N 1.74705 -1.59908 1.28675
C 1.01590 -2.55801 1.91681
O -0.22843 -2.52655 1.81913
H 0.07032 -4.33616 5.03122
H -0.98404 -5.38185 4.06986
H -0.86387 -3.65857 3.65099
H 1.44837 -5.64018 3.44392
H 0.39075 -5.18616 2.09511
H 2.75953 -3.95472 4.59064
H 3.39440 -2.60053 3.66411
H 0.67369 -2.42611 5.06631
H 2.21406 -1.94947 5.79839
H 1.64988 -1.10808 4.35874
H 4.48127 -3.24256 0.81819
*
```

Computed properties:
HOMO-LUMO gap (spin up / spin down) = 4.241 / 6.357 eV
E_HOMO (spin up / spin down) = -2.123 / -4.239 eV
relative energy (zero: lowest compared OMol25 entry of this formula, charge and spin) = 0.914 eV

A structure of composition C27H40AsBr2INO3PdSi3. Source: OMol25; level of theory: ωB97M-V/def2-TZVPD.

```
! RIJCOSX wB97M-V def2-TZVPD def2/J DEFGRID3
* xyz -2 2
Pd 0.85916 0.80098 -0.52044
C -2.85646 1.35073 2.03588
Si -1.40872 0.77304 3.09515
C -1.13951 2.03478 4.48847
C -2.00161 -0.74559 4.06198
As 0.21344 -0.06353 1.65080
Si 2.23812 -0.01443 2.81727
C 2.64615 -1.76693 3.38196
C 2.29507 1.03983 4.39417
C 3.64854 0.61778 1.74546
Si 0.70813 2.95790 0.08842
C -0.80395 3.77867 -0.70713
C 2.26714 3.80717 -0.61505
C 0.69705 3.66912 1.84636
H -3.79803 1.28445 2.59151
H -2.93435 0.72572 1.14246
H -2.73634 2.38225 1.70026
H -2.08475 2.10378 5.04016
H -0.86751 3.03414 4.15398
H -0.37644 1.68998 5.18692
H -2.85834 -0.49359 4.69675
H -1.20248 -1.12584 4.70507
H -2.28991 -1.54945 3.38296
H 1.94617 -2.09070 4.15736
H 3.66341 -1.83940 3.78162
H 2.55677 -2.45743 2.54224
H 1.62280 0.65696 5.16470
H 2.02448 2.07781 4.19236
H 3.31214 1.02374 4.80311
H 3.58031 0.21418 0.73490
H 4.60397 0.32522 2.19723
H 3.61410 1.70829 1.68013
H -0.85384 3.61242 -1.78443
H -0.80171 4.85865 -0.51461
H -1.71839 3.34849 -0.29264
H 2.66419 3.29403 -1.48941
H 3.03991 3.83704 0.15937
H 2.03594 4.84379 -0.89011
H -0.27292 3.56471 2.32935
H 0.92532 4.74068 1.78392
H 1.44587 3.19219 2.48143
Br 0.21887 -4.44980 -0.61312
C 2.01261 -4.45558 0.00315
C 2.41505 -5.46826 0.86162
C 3.71567 -5.48276 1.34197
C 4.60339 -4.48892 0.95158
C 4.18682 -3.49247 0.08295
C 2.88189 -3.45294 -0.40172
C 2.45744 -2.31107 -1.32355
O 2.80884 -2.40906 -2.51196
O 1.84680 -1.39335 -0.73281
H 1.70512 -6.22865 1.15905
H 4.02792 -6.26341 2.02512
H 5.61980 -4.48739 1.32752
H 4.87460 -2.71514 -0.22801
O 1.65279 1.43270 -2.48712
N 0.93313 1.09313 -3.53496
C 0.19276 2.03659 -4.14562
C -0.58968 1.72516 -5.23242
C -0.62728 0.41926 -5.69348
C 0.13937 -0.53150 -5.04334
C 0.91745 -0.18154 -3.95876
H 0.25601 3.00912 -3.68418
H -1.20601 2.49640 -5.67132
H -1.27638 0.14515 -6.51380
H 0.12526 -1.57118 -5.33870
H 1.51582 -0.88235 -3.38076
Br -4.34083 0.82069 -5.45028
C -5.12668 -0.36872 -4.10612
C -6.40685 -0.82886 -4.39227
C -7.00702 -1.68866 -3.48350
C -6.32089 -2.06121 -2.32993
C -5.04426 -1.56882 -2.08938
C -4.42477 -0.70515 -2.98787
I -2.11377 0.28920 -2.03944
H -6.91824 -0.52579 -5.29797
H -8.00540 -2.06499 -3.67607
H -6.78759 -2.73595 -1.61927
H -4.51466 -1.85549 -1.18513
*
```

Computed properties:
HOMO-LUMO gap (spin up / spin down) = 4.953 / 5.911 eV
E_HOMO (spin up / spin down) = -0.818 / -1.797 eV
relative energy (zero: lowest compared OMol25 entry of this formula, charge and spin) = 0.000 eV